[1]
C36H72O12 | ωB97M-V/def2-TZVPD

CARTESIAN COORDINATES (ANGSTROEM)
C1 -0.227 -4.392 -1.200
C2 -1.141 -5.010 -2.235
O1 -2.325 -5.244 -2.045
C3 -0.618 -5.376 -3.574
H1 0.125 -3.454 -1.630
H2 0.612 -5.057 -0.996
H3 -0.739 -4.162 -0.266
H4 -1.346 -5.774 -4.280
H5 0.186 -6.104 -3.460
H6 -0.206 -4.552 -4.156
C4 1.301 1.980 5.243
C5 1.379 2.634 3.922
O2 2.426 3.157 3.465
C6 0.123 2.610 3.126
H7 0.244 1.756 5.391
H8 1.800 2.541 6.033
H9 1.871 1.074 5.036
H10 -0.243 1.584 3.159
H11 0.345 2.913 2.103
H12 -0.602 3.369 3.418
C7 -3.488 2.078 1.801
C8 -4.898 2.687 1.960
O3 -5.145 3.725 1.405
C9 -5.843 1.987 2.924
H13 -2.792 2.675 1.211
H14 -3.583 1.092 1.347
H15 -2.916 1.943 2.719
H16 -5.461 2.080 3.940
H17 -5.921 0.933 2.656
H18 -6.779 2.544 2.903
C10 5.139 1.273 0.037
C11 5.317 2.664 -0.440
O4 6.280 2.949 -1.146
C12 4.390 3.784 0.080
H19 6.068 0.744 0.254
H20 4.512 0.686 -0.634
H21 4.562 1.381 0.955
H22 3.358 3.443 0.169
H23 4.384 4.604 -0.639
H24 4.883 4.088 1.003
C13 0.933 -1.019 -3.825
C14 1.794 -2.101 -4.443
O5 2.264 -3.005 -3.760
C15 1.959 -2.075 -5.933
H25 -0.031 -1.054 -4.332
H26 1.327 -0.048 -4.128
H27 0.824 -1.088 -2.743
H28 2.339 -1.122 -6.303
H29 0.937 -2.256 -6.265
H30 2.514 -2.877 -6.419
C16 -4.424 -1.871 -3.405
C17 -3.056 -1.360 -3.101
O6 -2.065 -2.027 -3.396
C18 -2.856 -0.006 -2.425
H31 -4.942 -1.370 -4.223
H32 -5.044 -1.764 -2.515
H33 -4.301 -2.933 -3.620
H34 -1.814 0.312 -2.469
H35 -3.071 -0.039 -1.357
H36 -3.398 0.779 -2.952
C19 -0.477 6.326 -1.754
C20 -0.088 4.856 -1.531
O7 1.081 4.546 -1.368
C21 -1.256 3.910 -1.160
H37 -0.888 6.448 -2.756
H38 0.399 6.967 -1.648
H39 -1.211 6.654 -1.018
H40 -2.062 3.962 -1.892
H41 -1.652 4.230 -0.197
H42 -0.901 2.880 -1.137
C22 1.227 1.051 0.365
C23 -0.031 0.226 0.337
O8 -1.106 0.768 0.440
C24 0.148 -1.303 0.350
H43 1.801 0.697 1.221
H44 0.991 2.109 0.482
H45 1.701 0.851 -0.596
H46 0.614 -1.763 -0.522
H47 -0.810 -1.795 0.516
H48 0.795 -1.670 1.147
C25 3.476 -2.524 3.850
C26 2.931 -1.195 3.470
O9 1.707 -0.920 3.481
C27 3.986 -0.264 2.939
H49 3.637 -2.605 4.925
H50 4.434 -2.674 3.353
H51 2.712 -3.259 3.594
H52 4.102 -0.438 1.869
H53 4.944 -0.344 3.453
H54 3.574 0.744 2.979
C28 3.209 1.813 -3.239
C29 4.038 1.686 -4.538
O10 4.240 0.617 -5.126
C30 4.412 2.970 -5.171
H55 3.913 2.038 -2.437
H56 2.748 0.892 -2.882
H57 2.350 2.476 -3.348
H58 4.830 3.755 -4.541
H59 3.522 3.390 -5.640
H60 5.134 2.730 -5.952
C31 -1.465 -1.702 5.778
C32 -1.567 -2.271 4.426
O11 -1.397 -3.551 4.287
C33 -1.631 -1.369 3.245
H61 -0.746 -2.262 6.376
H62 -2.416 -1.787 6.303
H63 -1.142 -0.666 5.677
H64 -2.520 -0.751 3.376
H65 -1.862 -1.890 2.317
H66 -0.703 -0.805 3.151
C34 -3.702 -2.723 0.500
C35 -3.630 -3.932 1.420
O12 -2.529 -4.314 1.843
C36 -4.957 -4.495 1.931
H67 -4.238 -2.915 -0.430
H68 -2.682 -2.406 0.283
H69 -4.079 -1.925 1.139
H70 -4.762 -5.326 2.609
H71 -5.486 -4.926 1.082
H72 -5.583 -3.753 2.428

Cartesian forces (eV/Å) of the 6 atoms listed first:
C -0.4 0.0 -0.3
C -1.6 -0.2 0.1
O 0.4 0.4 0.7
C 1.1 -0.1 -1.3
H 0.3 -0.1 -0.1
H 0.1 0.1 -0.1

Results
Charge: -1
Kohn-Sham gap (spin up / spin down) (eV): 1.9 / 6.2
E_tot (eV): -63066.847
E_LUMO (spin up / spin down) (eV): 1.91 / 1.90
Spin multiplicity: 2
Expectation value of S²: 0.75
HOMO level (spin up / spin down) (eV): 0.0 / -4.3

[2]
C36H72O14 | ωB97M-V/def2-TZVPD

CARTESIAN COORDINATES (ANGSTROEM)
O1 10.786 32.329 0.688
C1 10.666 32.007 1.823
O2 9.425 31.844 2.369
C2 8.216 32.064 1.724
C3 6.990 31.945 2.750
C4 11.837 31.910 2.759
H1 8.189 31.435 0.739
H2 8.530 33.310 1.500
H3 6.289 32.122 1.910
H4 7.106 32.777 3.415
H5 7.135 30.932 3.216
H6 12.469 32.915 2.710
H7 12.411 31.076 2.783
H8 11.455 32.153 3.922
O3 7.906 38.958 -1.604
C5 7.852 38.964 -0.401
O4 7.635 37.920 0.471
C6 7.836 36.570 -0.081
C7 7.793 35.525 0.965
C8 7.982 40.308 0.300
H9 8.832 36.646 -0.263
H10 7.003 36.340 -1.002
H11 8.150 34.578 0.579
H12 6.820 35.095 1.591
H13 8.673 35.893 1.793
H14 7.706 41.027 -0.346
H15 8.923 40.227 0.833
H16 7.408 40.354 1.109
O5 7.833 34.959 5.844
C9 8.922 35.328 5.284
O6 9.470 36.425 5.557
C10 9.009 37.347 6.537
C11 9.902 38.702 6.659
C12 9.661 34.427 4.432
H17 8.714 36.908 7.412
H18 7.967 37.666 6.085
H19 9.169 39.317 7.263
H20 10.052 39.274 5.658
H21 10.864 38.464 6.980
H22 9.354 33.432 4.540
H23 10.812 34.317 4.499
H24 9.388 34.659 3.539
C13 15.083 32.244 0.722
C14 14.458 33.155 -0.384
O7 15.110 34.197 -0.860
C15 13.164 32.574 -0.833
H25 14.545 32.059 1.641
H26 15.968 32.801 1.048
H27 15.275 31.178 0.506
H28 13.229 31.492 -1.350
H29 12.696 33.242 -1.465
H30 12.463 32.156 -0.255
C16 8.852 38.303 2.863
C17 9.698 39.472 2.280
O8 9.575 40.685 2.843
C18 10.675 39.347 1.299
H31 8.479 37.929 1.996
H32 8.216 38.757 3.689
H33 9.499 37.801 3.511
H34 11.205 40.425 0.980
H35 10.097 39.034 0.465
H36 11.235 38.426 1.543
C19 13.017 40.899 0.520
C20 13.847 39.564 0.426
O9 13.138 38.315 0.313
C21 15.286 39.516 0.140
H37 12.091 40.660 0.375
H38 13.443 41.530 -0.349
H39 13.337 41.395 1.482
H40 15.444 38.436 0.175
H41 15.836 40.011 0.932
H42 15.638 39.791 -0.864
C22 7.751 30.944 -2.930
C23 8.889 31.052 -2.006
O10 9.841 30.059 -2.093
C24 9.024 32.070 -0.890
H43 6.920 30.552 -2.212
H44 7.654 30.196 -3.637
H45 7.500 31.692 -3.323
H46 9.880 31.792 -0.346
H47 8.052 31.997 -0.278
H48 9.239 33.133 -1.234
C25 12.257 36.283 -2.473
C26 11.139 35.334 -3.038
O11 11.561 34.275 -3.483
C27 9.869 35.896 -3.532
H49 13.066 35.698 -1.907
H50 11.791 36.869 -1.524
H51 12.768 36.970 -3.049
H52 10.118 36.185 -4.564
H53 9.880 36.854 -3.063
H54 8.892 35.269 -3.364
C28 12.866 37.845 5.131
C29 13.204 39.327 5.318
O12 12.681 40.396 4.684
C30 14.302 39.649 6.363
H55 13.102 37.253 6.076
H56 13.595 37.743 4.313
H57 11.767 37.645 4.891
H58 13.965 39.359 7.342
H59 14.620 40.546 6.296
H60 15.184 38.986 6.179
C31 16.435 35.111 3.679
C32 15.427 35.097 4.863
O13 14.166 34.491 4.728
C33 15.855 35.695 6.150
H61 16.709 36.179 3.319
H62 15.965 34.761 2.878
H63 17.447 34.678 3.737
H64 15.451 36.660 6.136
H65 17.030 35.402 6.463
H66 15.345 35.419 7.235
C34 11.878 35.819 -0.053
C35 12.544 35.953 1.366
O14 11.724 35.667 2.388
C36 13.820 36.640 1.488
H67 12.583 35.496 -0.768
H68 11.733 36.607 -0.699
H69 11.118 35.065 -0.049
H70 14.260 36.151 2.461
H71 13.860 37.756 1.440
H72 14.407 36.445 0.588

Cartesian forces (eV/Å) of the 6 atoms listed first:
O 2.0 1.2 0.6
C -1.2 0.1 1.7
O 3.0 -2.1 2.5
C 0.8 3.2 -0.1
C 3.0 -0.6 -3.1
C -2.0 6.0 4.4

Results
Kohn-Sham gap (eV): 8.3
E_tot (eV): -67134.927
SMILES: CCOC(C)=O.CCOC(C)=O.CCOC(C)=O.CC(C)=O.CC(C)=O.CC(C)=O.CC(C)=O.CC(C)=O.CC(C)=O.CC(C)=O.CC(C)=O
E_LUMO (eV): -0.78
HOMO level (eV): -9.0

[3]
C36H72O18 | ωB97M-V/def2-TZVPD

CARTESIAN COORDINATES (ANGSTROEM)
O1 -5.237 22.971 -0.239
C1 -5.275 23.086 0.939
O2 -4.558 22.461 1.934
C2 -3.493 21.518 1.505
C3 -2.999 20.684 2.704
C4 -6.204 24.155 1.467
H1 -2.607 22.023 1.122
H2 -3.795 20.871 0.681
H3 -3.832 20.234 3.245
H4 -2.559 21.341 3.454
H5 -2.456 19.812 2.341
H6 -7.202 24.037 1.046
H7 -5.829 25.139 1.185
H8 -6.349 23.944 2.526
O3 2.074 17.496 12.200
C5 1.232 18.376 12.357
O4 1.242 19.382 13.207
C6 2.139 19.298 14.289
C7 1.316 19.921 15.421
C8 -0.030 18.383 11.432
H9 2.992 19.939 14.065
H10 2.512 18.290 14.468
H11 1.949 20.019 16.303
H12 0.438 19.315 15.647
H13 0.801 20.830 15.111
H14 -0.691 19.152 11.833
H15 -0.550 17.428 11.509
H16 0.296 18.436 10.394
O5 -1.661 20.714 9.060
C9 -1.056 21.420 8.314
O6 0.268 21.678 8.407
C10 0.970 20.912 9.371
C11 2.473 21.180 9.293
C12 -1.720 22.164 7.127
H17 0.778 19.886 9.055
H18 0.572 20.975 10.384
H19 2.947 20.869 8.362
H20 2.813 20.665 10.192
H21 2.682 22.249 9.317
H22 -2.626 22.643 7.499
H23 -1.979 21.463 6.334
H24 -1.178 23.036 6.760
O7 6.038 24.591 12.352
C13 5.366 24.313 11.375
O8 5.787 23.945 10.176
C14 7.152 23.996 9.833
C15 7.712 25.437 9.535
C16 3.848 24.335 11.426
H25 7.138 23.362 8.947
H26 7.862 23.640 10.578
H27 7.368 26.187 10.247
H28 7.345 25.592 8.521
H29 8.797 25.489 9.445
H30 3.493 25.322 11.128
H31 3.463 24.088 12.415
H32 3.343 23.540 10.877
O9 7.115 17.587 10.002
C17 6.150 18.030 9.449
O10 5.230 18.748 10.034
C18 5.499 19.243 11.371
C19 5.675 20.797 11.256
C20 5.830 17.536 8.084
H33 6.414 18.795 11.760
H34 4.707 18.999 12.078
H35 5.395 21.138 10.260
H36 6.676 21.211 11.371
H37 5.011 21.346 11.923
H38 6.549 16.769 7.797
H39 5.871 18.206 7.225
H40 4.913 16.955 7.981
O11 9.419 20.797 4.909
C21 8.457 20.068 4.736
O12 7.258 20.169 5.304
C22 6.849 21.385 5.980
C23 5.816 21.060 7.049
C24 8.604 19.070 3.610
H41 6.280 22.050 5.330
H42 7.532 22.044 6.517
H43 5.058 20.469 6.534
H44 5.525 21.987 7.544
H45 6.224 20.451 7.856
H46 8.590 18.097 4.101
H47 9.483 19.310 3.011
H48 7.809 19.006 2.867
O13 -2.707 24.893 9.282
C25 -2.679 25.763 10.147
O14 -1.645 26.585 10.523
C26 -0.353 26.413 9.866
C27 0.349 25.047 10.266
C28 -3.989 26.037 10.839
H49 0.241 27.309 10.050
H50 -0.523 26.413 8.790
H51 0.294 24.782 11.322
H52 1.371 24.963 9.896
H53 -0.188 24.254 9.745
H54 -4.780 26.403 10.185
H55 -3.728 26.746 11.624
H56 -4.472 25.233 11.395
O15 -5.968 22.209 7.034
C29 -6.087 22.611 5.865
O16 -7.057 22.478 5.026
C30 -8.132 21.474 5.146
C31 -9.139 21.453 4.045
C32 -4.975 23.331 5.185
H57 -8.692 21.752 6.039
H58 -7.635 20.505 5.089
H59 -9.991 20.807 4.259
H60 -8.722 21.229 3.063
H61 -9.473 22.490 4.039
H62 -4.340 23.735 5.973
H63 -5.351 24.106 4.517
H64 -4.357 22.647 4.603
O17 0.758 21.340 4.080
C33 1.424 21.240 5.088
O18 1.376 20.356 6.027
C34 0.672 19.103 5.999
C35 1.268 17.843 5.393
C36 2.446 22.282 5.448
H65 -0.254 19.297 5.458
H66 0.431 18.977 7.054
H67 1.670 18.067 4.405
H68 0.541 17.046 5.237
H69 2.094 17.410 5.956
H70 2.768 22.044 6.462
H71 1.915 23.232 5.398
H72 3.264 22.166 4.737

Cartesian forces (eV/Å) of the 6 atoms listed first:
O 1.3 -1.5 -0.9
C -0.7 1.5 0.7
O 0.7 -0.7 -1.3
C 0.4 -0.5 0.4
C -1.8 0.4 -0.1
C -0.4 -1.0 1.0

Results
Charge: +1
Kohn-Sham gap (spin up / spin down) (eV): 7.2 / 2.1
E_tot (eV): -75343.249
E_LUMO (spin up / spin down) (eV): -4.18 / -9.32
Spin multiplicity: 2
Expectation value of S²: 0.76
HOMO level (spin up / spin down) (eV): -11.4 / -11.4

[4]
C36H73BF2N4O4 | ωB97M-V/def2-TZVPD

CARTESIAN COORDINATES (ANGSTROEM)
F1 -4.276 -2.541 -0.757
B1 -5.406 -1.858 -0.765
F2 -6.533 -2.517 -0.770
H1 -5.382 -0.677 -0.762
C1 -0.296 0.769 0.405
C2 -1.130 1.870 -0.293
C3 -0.540 3.250 0.019
C4 -0.861 3.765 1.418
C5 -2.361 3.680 1.698
C6 -2.926 2.278 1.466
N1 -2.561 1.747 0.118
O1 -3.300 2.340 -0.767
C7 -2.419 1.332 2.573
C8 -4.444 2.308 1.671
C9 -0.945 1.612 -1.789
H2 -0.904 -0.108 0.635
H3 0.515 0.420 -0.231
H4 0.175 1.112 1.324
H5 -0.917 3.979 -0.706
H6 0.542 3.222 -0.113
H7 -0.297 3.207 2.171
H8 -0.535 4.804 1.505
H9 -2.557 3.990 2.727
H10 -2.883 4.401 1.060
H11 -2.749 0.308 2.392
H12 -2.817 1.642 3.540
H13 -1.338 1.326 2.684
H14 -4.942 3.035 1.031
H15 -4.678 2.586 2.699
H16 -4.890 1.329 1.483
H17 -1.369 0.648 -2.079
H18 0.118 1.601 -2.031
H19 -1.402 2.388 -2.404
C10 4.320 -1.520 4.112
C11 3.976 -1.089 2.664
C12 5.242 -1.105 1.798
C13 6.173 0.084 2.027
C14 5.402 1.399 1.934
C15 4.191 1.439 2.866
N2 3.315 0.248 2.684
O2 2.650 0.397 1.582
C16 4.672 1.545 4.326
C17 3.411 2.734 2.631
C18 3.033 -2.175 2.145
H20 3.640 -1.065 4.834
H21 4.225 -2.598 4.237
H22 5.342 -1.272 4.398
H23 4.957 -1.115 0.740
H24 5.790 -2.034 1.975
H25 6.675 0.000 2.995
H26 6.965 0.074 1.275
H27 6.071 2.232 2.165
H28 5.081 1.550 0.897
H29 3.830 1.501 5.018
H30 5.180 2.497 4.483
H31 5.387 0.777 4.610
H32 3.103 2.856 1.594
H33 4.034 3.593 2.880
H34 2.520 2.772 3.261
H35 2.100 -2.191 2.711
H36 3.505 -3.153 2.244
H37 2.793 -2.047 1.091
C19 -7.016 -8.935 -0.442
C20 -5.746 -8.938 -1.329
C21 -4.495 -9.049 -0.449
C22 -4.112 -7.750 0.260
C23 -4.044 -6.594 -0.734
C24 -5.329 -6.437 -1.548
N3 -5.736 -7.720 -2.191
O3 -4.962 -7.935 -3.207
C25 -6.432 -5.891 -0.629
C26 -5.154 -5.337 -2.590
C27 -5.852 -10.215 -2.164
H38 -7.828 -8.381 -0.914
H39 -7.387 -9.947 -0.280
H40 -6.841 -8.515 0.548
H41 -3.645 -9.365 -1.064
H42 -4.643 -9.836 0.294
H43 -4.820 -7.526 1.063
H44 -3.139 -7.873 0.740
H45 -3.834 -5.664 -0.200
H46 -3.194 -6.755 -1.405
H47 -7.386 -5.823 -1.155
H48 -6.165 -4.889 -0.300
H49 -6.588 -6.470 0.279
H50 -4.306 -5.512 -3.251
H51 -4.972 -4.385 -2.105
H52 -6.049 -5.234 -3.205
H53 -6.715 -10.180 -2.831
H54 -5.967 -11.078 -1.507
H55 -4.961 -10.393 -2.764
C28 4.950 6.974 -1.431
C29 4.413 5.530 -1.263
C30 5.103 4.594 -2.263
C31 4.587 4.718 -3.695
C32 3.065 4.613 -3.733
C33 2.382 5.610 -2.796
N4 2.926 5.530 -1.408
O4 2.447 4.465 -0.845
C34 2.541 7.035 -3.361
C35 0.874 5.364 -2.813
C36 4.842 5.114 0.143
H56 4.200 7.713 -1.147
H57 5.814 7.151 -0.792
H58 5.278 7.190 -2.448
H59 4.968 3.556 -1.940
H60 6.180 4.780 -2.250
H61 4.919 5.658 -4.144
H62 5.020 3.923 -4.305
H63 2.715 4.771 -4.755
H64 2.772 3.592 -3.467
H65 2.124 7.776 -2.676
H66 2.006 7.123 -4.307
H67 3.570 7.311 -3.576
H68 0.616 4.340 -2.547
H69 0.480 5.540 -3.814
H70 0.358 6.039 -2.127
H71 4.359 5.732 0.903
H72 5.921 5.229 0.249
H73 4.614 4.072 0.352

Cartesian forces (eV/Å) of the 6 atoms listed first:
F 0.0 -0.1 0.1
B 0.5 0.5 0.0
F -0.5 -0.3 0.0
H 0.0 0.1 0.0
C 0.0 -0.1 0.3
C 1.7 -1.3 0.1

Results
Kohn-Sham gap (spin up / spin down) (eV): 8.9 / 9.1
E_tot (eV): -58774.008
E_LUMO (spin up / spin down) (eV): 0.61 / 0.07
Spin multiplicity: 5
Expectation value of S²: 6.02
HOMO level (spin up / spin down) (eV): -8.2 / -9.0

> Among the records above, which one has the lowest E_tot?

C36H72O18

> Which of these has the lowest E_tot?

C36H72O18